No. 1
The following is a DFT calculation (wB97M-V/def2-TZVPD) of C41H40N3P2Sn as an isolated structure.

Summary:
HOMO energy	-9.87	eV
energy above the lowest of the compared OMol25 structures with the same formula, charge and spin	0.0	kJ/mol
orbital gap	7.12	eV

Structure (ORCA input):
```
! RIJCOSX wB97M-V def2-TZVPD def2/J DEFGRID3
* xyz 1 1
Sn -0.05 0.09 0.59
P -1.69 -1.93 -0.33
P 2.33 0.87 -0.43
N 1.30 3.48 6.25
N 1.16 -1.63 0.44
N 1.08 0.07 2.93
C -2.36 2.22 0.53
C -3.00 1.64 1.80
C -2.51 3.75 0.56
C -1.25 -1.11 -4.29
C 2.84 0.46 -2.11
C 3.50 4.25 1.52
C 3.26 5.23 0.58
C 1.45 -1.06 3.52
C 3.29 -0.31 0.59
C 2.81 2.56 -0.06
C 3.96 1.06 -2.70
C 0.77 -2.95 0.33
C 4.37 0.66 -3.96
C 1.88 -3.75 0.29
C -2.16 -3.33 -4.13
C 3.69 -0.34 -4.63
C 2.80 4.89 -0.68
C 3.01 -2.90 0.38
C -5.04 -3.33 1.58
C -1.70 -2.07 -2.13
C 1.03 1.19 3.65
C -3.08 1.69 -0.71
C 2.59 -0.95 -4.05
C -3.72 -3.14 1.21
C -1.26 -1.01 -2.91
C -6.05 -2.64 0.94
C 1.77 0.04 5.61
C 1.33 2.47 5.70
C -0.69 -3.32 0.30
C 2.17 -0.55 -2.79
C 1.38 1.22 4.99
C -1.70 -2.27 -4.90
C -0.87 1.95 0.40
C -4.42 -1.56 -0.46
C 2.54 -1.61 0.48
C 1.80 -1.12 4.86
C -5.74 -1.76 -0.09
C 3.28 2.91 1.21
C -2.16 -3.24 -2.75
C 2.56 3.56 -1.00
C -3.40 -2.25 0.20
H 3.44 6.27 0.83
H -2.99 0.55 1.78
H 2.09 -2.06 5.30
H 3.48 2.16 1.95
H 5.24 1.13 -4.41
H -0.28 2.57 1.09
H -2.52 -4.24 -4.60
H 3.33 0.05 1.62
H -1.04 -3.56 1.31
H 4.05 -3.19 0.36
H -2.00 4.20 -0.30
H 4.02 -0.65 -5.62
H -5.28 -4.03 2.37
H -6.53 -1.22 -0.60
H -2.95 -3.70 1.73
H 2.06 -1.74 -4.57
H 4.50 1.85 -2.18
H -4.20 -0.89 -1.27
H -2.86 0.63 -0.85
H -3.56 4.03 0.52
H 2.04 0.04 6.66
H 1.32 -1.05 -2.33
H -4.04 1.97 1.90
H 1.87 -4.83 0.18
H 3.87 4.51 2.51
H 2.18 3.30 -1.98
H 1.49 -1.95 2.89
H -1.70 -2.35 -5.98
H 0.70 2.09 3.14
H -0.91 -0.27 -4.89
H -7.09 -2.79 1.23
H -2.74 2.21 -1.60
H -2.08 4.17 1.47
H 2.60 5.66 -1.42
H 4.31 -0.43 0.23
H -2.46 1.97 2.69
H -2.54 -4.06 -2.15
H -0.93 -0.08 -2.44
H -0.84 -4.21 -0.31
H -4.16 1.80 -0.62
*
```

No. 2
The following is a DFT calculation (wB97M-V/def2-TZVPD) of C41H41Cl3N8 as an isolated structure.

Summary:
HOMO energy	-6.40	eV
energy above the lowest of the compared OMol25 structures with the same formula, charge and spin	3875.1	kJ/mol
orbital gap	6.55	eV

Structure (ORCA input):
```
! RIJCOSX wB97M-V def2-TZVPD def2/J DEFGRID3
* xyz 0 1
Cl -0.15 2.39 -0.35
Cl -1.62 -0.16 -0.09
Cl 1.19 -0.02 0.64
N -0.39 -4.86 -0.40
N 0.75 6.10 -1.15
N 4.31 0.91 -0.26
N 1.00 0.03 4.12
N -0.65 0.38 2.62
N -1.94 -0.82 -3.48
N -0.59 0.95 -2.98
N -2.00 -2.79 1.72
C -3.47 0.33 2.82
C -0.13 -4.16 -1.57
C -3.27 -1.67 -0.01
C 3.32 0.81 0.68
C 3.57 1.00 2.04
C -2.84 0.98 1.74
C 3.15 -1.10 4.44
C 2.43 3.97 -1.90
C -1.42 1.06 1.75
C -3.49 -4.02 0.31
C -2.20 2.51 -2.15
C -1.76 1.23 -2.39
C 2.67 5.26 -2.34
C 5.86 1.56 1.49
C 5.52 1.31 0.11
C -1.32 -0.24 3.62
C -2.30 -1.66 1.01
C -3.88 -2.84 -0.30
C 0.58 -2.24 -0.37
C 2.00 -0.50 4.86
C -0.04 0.64 -0.52
C 1.80 6.27 -1.97
C -2.51 -1.69 -4.39
C -1.75 -1.29 -2.24
C -2.69 -0.31 3.75
C 4.89 1.32 2.47
C -2.78 -3.04 -4.11
C 1.40 3.77 -0.98
C 0.22 2.00 -3.32
C 0.38 -2.91 0.79
C 2.28 -0.80 2.19
C -0.12 -4.22 0.72
C -2.61 -3.95 1.37
C 0.52 4.86 -0.79
C -2.57 -3.44 -2.79
C 0.29 -2.82 -1.59
C -0.14 3.33 -3.15
C -1.41 3.60 -2.59
C 3.31 -1.25 3.07
C -2.09 -2.59 -1.85
C 1.11 -0.24 2.78
H 6.26 1.48 -0.66
H 5.19 1.39 3.50
H -4.53 0.31 2.98
H 4.24 -1.67 2.71
H 3.95 -1.41 5.09
H -0.95 1.65 0.98
H -3.96 -4.90 -0.09
H -4.53 -2.81 -1.17
H -0.66 -0.78 4.28
H -3.11 -3.80 -4.79
H -3.18 -0.87 4.54
H -0.41 4.70 -0.25
H 0.50 -2.34 1.70
H 2.74 0.88 2.73
H 1.16 2.78 -0.62
H -1.91 -2.89 -0.83
H -3.40 1.52 0.99
H 2.97 3.11 -2.27
H -0.53 -4.77 1.54
H 3.45 5.57 -3.03
H 2.34 -0.85 1.12
H 0.28 0.13 2.20
H -2.46 0.42 -2.23
H -2.20 -4.83 1.86
H 1.13 1.71 -3.81
H 0.40 -2.27 -2.51
H -2.78 -4.46 -2.47
H 1.76 -0.42 5.91
H 1.88 7.23 -2.47
H -1.72 4.62 -2.46
H -0.37 -4.69 -2.48
H 0.46 4.13 -3.54
H -3.54 -0.76 -0.54
H 0.75 -1.17 -0.31
H -3.17 2.67 -1.69
H -2.67 -1.26 -5.37
H -1.34 -0.57 -1.55
H 6.84 1.87 1.81
H 2.35 0.68 0.24
H -1.86 -0.75 1.41
H 0.26 0.44 -1.55
*
```

No. 3
The following is a DFT calculation (wB97M-V/def2-TZVPD) of a 6-piece molecular cluster, C41H41F13N8 overall.

Summary:
HOMO energy	-9.38	eV
SMILES	N#C[C@H](CCCCN)[C@H](C#N)CCC(F)(F)C(F)(F)C(F)(F)C(F)(F)C(F)(F)C(F)(F)F.c1ccncc1.c1ccncc1.c1ccncc1.c1ccncc1.c1ccncc1
orbital gap	9.70	eV

Structure (ORCA input):
```
! RIJCOSX wB97M-V def2-TZVPD def2/J DEFGRID3
* xyz 0 1
F -1.48 0.49 1.84
F 1.25 0.61 1.95
F -0.06 -2.11 3.69
F -0.22 -1.76 1.53
F -0.97 -0.02 5.27
F -0.60 1.71 4.01
F 3.44 -1.35 3.30
F 1.54 -0.02 4.00
F 4.25 -1.80 0.85
F -2.63 1.04 4.37
F 3.85 0.29 1.27
F -2.35 -1.13 3.01
F 2.14 -2.63 2.12
N 1.46 3.46 -3.21
N -6.60 -2.33 -1.72
N -1.52 4.30 -5.82
N -3.00 -1.59 -0.10
N -0.40 2.69 0.25
N -7.71 -1.91 -5.82
N 11.36 0.79 8.32
N 8.47 -2.10 6.48
C 1.32 -0.46 2.76
C -0.76 6.66 -7.08
C -6.57 -2.13 -7.91
C 10.33 1.73 10.26
C -8.86 -1.94 -6.48
C 2.09 0.54 -0.83
C 2.40 -0.86 -0.26
C -2.12 -1.10 -2.42
C -7.99 -2.18 0.22
C 7.62 -1.87 4.25
C -1.32 -0.27 2.93
C -1.03 1.06 -3.28
C 9.07 1.39 9.78
C 8.64 -2.10 5.16
C 2.53 -1.36 2.30
C -6.76 -2.22 -0.40
C -8.95 -2.05 -7.86
C -9.13 -2.26 -0.57
C -3.23 -1.70 -1.56
C 7.24 -1.87 6.93
C -0.06 -1.17 2.74
C 0.59 0.76 -1.21
C -2.10 0.43 -2.38
C 6.15 -1.63 6.11
C 0.43 1.09 -2.72
C 3.25 -0.89 1.01
C 0.05 6.08 -6.12
C 10.15 0.47 7.87
C 6.35 -1.63 4.74
C -6.59 -2.01 -6.53
C -7.70 -2.40 -2.47
C -8.98 -2.37 -1.94
C -0.37 4.90 -5.52
C 8.98 0.75 8.56
C -1.37 0.64 4.19
C 1.01 2.43 -2.98
C -2.29 4.87 -6.75
C 0.02 1.84 -0.39
C 11.44 1.41 9.49
C -1.96 6.04 -7.40
C -7.78 -2.15 -8.59
H 2.96 -1.43 -1.00
H -9.92 -2.07 -8.34
H -7.55 -2.48 -3.54
H 0.23 4.41 -4.76
H -0.46 7.58 -7.57
H -9.84 -2.43 -2.59
H 7.82 -1.88 3.19
H -4.17 -1.20 -1.78
H 1.06 0.40 -3.29
H -7.81 -2.24 -9.67
H -3.38 -2.76 -1.80
H 9.65 -2.30 4.81
H -1.33 2.06 -3.58
H -2.62 6.46 -8.15
H -3.22 4.36 -6.97
H 12.44 1.66 9.83
H 2.68 0.66 -1.74
H -8.06 -2.10 1.30
H -5.66 -1.99 -5.97
H 1.49 -1.44 -0.07
H 7.13 -1.88 8.01
H -10.12 -2.23 -0.12
H 2.40 1.33 -0.15
H 8.18 1.63 10.36
H -2.00 -1.54 0.10
H -1.00 0.46 -4.21
H 1.00 6.52 -5.83
H -2.04 0.81 -1.36
H -1.15 -1.53 -2.13
H 10.45 2.24 11.21
H 0.02 -0.15 -0.99
H -5.84 -2.17 0.18
H 10.12 -0.04 6.92
H -9.76 -1.86 -5.88
H 5.52 -1.44 4.07
H -5.63 -2.20 -8.44
H 8.02 0.47 8.15
H -3.39 -0.72 0.25
H 5.17 -1.45 6.54
H -2.29 -1.40 -3.46
H -3.07 0.77 -2.77
*
```

No. 4
The following is a DFT calculation (wB97M-V/def2-TZVPD) of C41H41NOP2Tc as an isolated structure.

Summary:
HOMO energy (spin up / spin down)	-19.32 / -19.32	eV
energy above the lowest of the compared OMol25 structures with the same formula, charge and spin	103.3	kJ/mol
orbital gap (spin up / spin down)	5.04 / 5.24	eV

Structure (ORCA input):
```
! RIJCOSX wB97M-V def2-TZVPD def2/J DEFGRID3
* xyz 4 2
Tc 0.22 1.32 0.57
P 0.75 -0.53 -0.98
P 2.47 1.37 -0.57
O -1.17 0.04 1.10
N 2.13 0.13 -1.64
C 1.13 -2.04 -0.12
C 5.99 0.28 1.01
C -1.52 -1.69 -2.01
C 4.46 0.49 2.86
C -1.37 -0.24 -4.40
C 0.94 3.24 1.66
C -0.54 3.65 -0.24
C 5.00 0.65 0.12
C 4.43 4.63 -1.93
C 2.62 4.18 -3.47
C -2.40 -1.16 -4.18
C -0.18 2.82 2.42
C 0.73 3.68 0.34
C 1.10 -3.26 -0.80
C 2.03 -4.34 1.14
C -5.07 -1.89 0.72
C -2.84 -3.10 1.96
C 1.55 -4.41 -0.17
C -0.48 -0.77 -2.22
C 1.62 -1.98 1.19
C 2.06 -3.13 1.82
C 3.72 0.95 0.61
C 4.05 3.54 -1.16
C -3.90 -1.20 0.73
C 2.23 3.09 -2.71
C -2.74 -1.78 1.37
C 2.96 2.76 -1.56
C -2.48 -1.88 -2.99
C -3.83 0.14 0.07
C 3.72 4.95 -3.08
C -3.04 3.54 -0.02
C -6.49 -3.88 1.35
C 3.46 0.86 1.98
C -1.46 2.87 1.86
C 5.73 0.21 2.37
C -1.50 -1.17 1.46
C -4.06 -3.73 1.94
C -0.42 -0.04 -3.42
C -1.69 -3.78 2.63
C -1.68 3.33 0.54
C -5.19 -3.16 1.33
H 2.46 1.07 2.37
H 1.54 -5.35 -0.69
H 6.99 0.05 0.64
H -3.08 0.16 -0.72
H 2.08 4.43 -4.37
H -0.67 4.00 -1.26
H -2.31 2.56 2.46
H 6.52 -0.07 3.05
H -7.26 -3.37 0.79
H -3.56 0.90 0.81
H -4.15 -4.71 2.40
H -3.26 -2.61 -2.85
H 1.56 4.05 -0.24
H 5.28 5.23 -1.64
H 2.80 -0.35 -2.22
H -1.38 -3.24 3.54
H -1.56 -2.29 -1.11
H -3.19 4.62 -0.13
H 4.02 5.79 -3.68
H 2.38 -5.24 1.62
H 5.22 0.71 -0.94
H -3.15 3.12 -1.02
H 2.44 -3.09 2.83
H -0.82 -3.86 1.98
H -5.95 -1.46 0.25
H -3.83 3.17 0.63
H -3.14 -1.32 -4.95
H 4.26 0.43 3.92
H -6.36 -4.89 0.96
H -1.96 -4.78 2.93
H 0.74 -3.32 -1.82
H 1.68 -1.03 1.72
H -1.31 0.29 -5.34
H 0.40 0.64 -3.61
H -6.82 -4.00 2.39
H -0.03 2.44 3.42
H 4.60 3.30 -0.26
H 1.92 3.30 2.11
H 1.39 2.49 -3.02
H -0.71 -1.75 1.92
H -4.80 0.40 -0.36
*
```

No. 5
The following is a DFT calculation (wB97M-V/def2-TZVPD) of C41H42CaN2O2PSi2 as an isolated structure.

Summary:
HOMO energy	-4.41	eV
energy above the lowest of the compared OMol25 structures with the same formula, charge and spin	11.2	kJ/mol
orbital gap	7.00	eV

Structure (ORCA input):
```
! RIJCOSX wB97M-V def2-TZVPD def2/J DEFGRID3
* xyz -1 1
Ca -0.34 -0.56 0.08
P 0.33 2.99 -0.74
Si -3.05 -2.94 1.01
Si -0.97 -0.63 -2.83
O 0.86 2.30 3.13
O 0.29 1.04 1.36
N 0.85 -2.55 0.61
N -1.41 -2.47 0.97
C -5.14 -0.87 -2.55
C 0.50 1.43 -4.17
C -3.55 -3.93 2.54
C 1.02 7.20 -2.52
C -3.80 -0.53 -2.40
C -0.30 -3.20 0.97
C -4.52 -2.51 -4.18
C 2.16 -4.52 0.87
C 1.01 -5.22 1.24
C -1.73 1.22 -4.97
C 0.73 2.48 -5.06
C -0.73 0.77 -4.10
C -3.53 3.14 -2.09
C 0.56 4.67 -1.44
C -3.67 2.46 0.20
C -2.15 3.20 -1.99
C 0.23 -3.23 -2.89
C -0.24 5.75 -1.07
C -3.53 -3.94 -0.50
C -4.29 2.77 -0.99
C -2.28 2.52 0.31
C -4.07 -1.36 1.06
C 2.03 -3.18 0.56
C 1.82 6.13 -2.90
C -1.52 2.27 -5.85
C 3.19 -2.36 0.09
C -0.02 -2.08 -3.65
C 0.90 -4.33 -3.42
C -0.29 2.91 -5.90
C 1.12 -3.17 -5.51
C 0.67 3.37 1.03
C 0.45 -2.08 -4.97
C -0.21 -4.59 1.29
C 0.62 2.14 1.94
C -0.01 7.01 -1.61
C -1.51 2.90 -0.78
C -5.50 -1.87 -3.44
C 1.58 4.87 -2.36
C -2.79 -1.15 -3.14
C 1.35 -4.30 -4.74
C -3.19 -2.15 -4.03
H 1.47 -3.14 -6.54
H -5.37 2.72 -1.08
H -5.03 -1.48 0.54
H -4.26 2.15 1.06
H -5.90 -0.36 -1.96
H -2.33 2.60 -6.50
H -0.64 7.84 -1.32
H -3.54 0.25 -1.68
H -2.43 -2.67 -4.61
H -4.00 3.37 -3.04
H -0.11 -3.28 -1.86
H 1.07 -5.21 -2.80
H 2.20 4.03 -2.65
H -4.28 -1.06 2.09
H 4.14 -2.75 0.47
H -3.12 -4.93 2.56
H -3.24 -3.42 -1.42
H -1.82 2.27 1.25
H -1.10 -5.13 1.57
H 3.09 -1.32 0.42
H 1.07 -6.27 1.48
H 1.31 1.14 -3.50
H -6.55 -2.15 -3.55
H 1.88 -5.15 -5.15
H 1.19 8.19 -2.95
H 3.24 -2.36 -1.00
H -3.23 -3.41 3.45
H -1.06 5.61 -0.38
H -2.70 0.73 -4.95
H -4.80 -3.30 -4.87
H -3.55 -0.53 0.58
H 1.67 3.80 1.09
H 0.27 -1.21 -5.59
H -3.03 -4.92 -0.50
H 2.61 6.27 -3.61
H -0.12 3.73 -6.58
H -1.56 3.48 -2.86
H -4.60 -4.12 -0.54
H 1.70 2.96 -5.09
H 3.13 -5.00 0.82
H -4.63 -4.03 2.57
H -0.01 4.12 1.43
*
```